(1)
This record from the OMol25 dataset describes the molecule C5H10O. The level of theory is ωB97M-V with the def2-TZVPD basis set.

- charge = 0
- electronic energy (hartree) = -271.567921

XYZ file:
```
16
Properties=species:S:1:pos:R:3:forces:R:3
O -0.416 -0.579 0.672 -0.1 0.3 -0.1
C -0.659 1.203 -0.049 0.0 0.1 0.2
H -0.381 1.880 -2.069 0.0 -0.1 0.2
C 0.351 -1.090 -0.619 0.2 -0.1 -0.1
H 1.139 1.546 -1.192 -0.2 -0.1 0.0
H 0.098 -2.145 -0.726 0.0 0.1 0.0
C 0.093 1.237 -1.318 0.0 0.1 0.1
H -0.259 1.594 0.887 0.0 -0.1 -0.1
C -0.090 -0.228 -1.661 0.0 -0.2 -0.1
H -1.742 1.209 -0.119 0.2 -0.1 0.0
H 1.397 -0.968 -0.291 -0.2 0.0 -0.1
H -1.006 -0.496 -2.181 0.1 0.0 0.0
H -0.340 -0.245 2.687 0.1 -0.1 0.0
H 0.303 -1.821 2.171 0.0 0.2 -0.1
H 1.267 -0.341 1.889 -0.2 -0.1 0.0
C 0.247 -0.755 1.919 0.1 0.0 0.2
```
Forces are in eV/Å.

(2)
This record from the OMol25 dataset describes C2H3Br6Ca2F2O3PRb as an isolated structure in a non-equilibrium geometry. The level of theory is ωB97M-V with the def2-TZVPD basis set.

- charge = +2
- 2S+1 = 2
- electronic energy (hartree) = -17667.916691

XYZ file:
```
20
Properties=species:S:1:pos:R:3:forces:R:3
H 0.088 -3.071 -4.082 0.4 -0.2 0.5
Br -0.423 -1.288 -2.344 0.5 -0.6 -1.1
O 1.414 -0.614 0.512 -2.0 1.1 1.6
C -1.480 4.442 0.352 -0.5 1.2 0.4
Ca 2.528 -2.519 0.893 -0.8 0.1 -0.8
Br -3.408 4.995 0.718 2.0 -0.6 -0.3
Br 2.153 -3.123 -2.497 0.0 -0.6 0.0
H -1.486 3.428 -0.048 0.0 0.4 -0.1
O -0.791 -0.985 1.957 0.2 -0.6 -0.2
C 0.720 -2.361 -3.548 0.2 1.8 -0.6
Br -0.439 4.320 2.089 -0.6 0.2 -1.0
F -0.743 0.587 -0.091 1.6 -0.8 2.9
P 0.092 -0.123 1.120 0.7 0.4 -1.1
O 0.498 -3.436 0.839 0.4 -0.7 0.5
Br 1.624 -1.292 -5.006 -0.9 -0.6 1.2
Ca -0.148 -3.157 2.951 -0.4 0.4 -1.2
H 0.207 -4.084 0.167 0.2 0.5 0.4
Br -0.565 5.718 -0.878 -0.8 -1.2 1.1
F 0.402 1.036 2.266 0.2 -0.8 -2.9
Rb -0.243 1.526 4.630 -0.3 0.5 0.7
```
Forces are in eV/Å.

(3)
This record from the OMol25 dataset describes a 11-piece molecular cluster, C13H45N6O13 overall in a non-equilibrium geometry. The level of theory is ωB97M-V with the def2-TZVPD basis set.

- charge = -1
- electronic energy (hartree) = -1829.162554

XYZ file:
```
77
Properties=species:S:1:pos:R:3:forces:R:3
H 3.786 -2.199 -3.296 0.0 -0.4 -0.1
C -4.734 1.052 3.105 -0.2 -0.3 -0.2
N -0.040 -2.363 -2.576 -0.1 0.5 -1.4
H 2.431 -1.344 -1.565 0.3 -0.3 0.2
C 1.952 -2.572 1.829 -0.7 1.1 -0.3
O -1.590 -0.516 1.094 0.3 0.1 -0.8
H -2.400 -4.884 1.456 0.2 0.0 0.2
H 4.097 -4.463 -1.946 -0.2 0.1 0.1
O -4.152 0.964 1.809 -0.1 0.2 0.5
H -0.122 -1.553 -1.973 0.0 -0.5 0.4
O -1.549 -3.078 2.030 0.4 -0.1 0.0
H -6.181 -1.774 -1.905 0.0 0.0 -0.1
O 0.122 -0.432 -0.397 -0.2 1.1 0.8
C -2.399 -3.830 1.181 -0.3 0.9 0.3
O 2.412 2.347 0.681 -0.4 0.8 0.2
H -5.748 0.633 3.116 0.1 -0.1 -0.1
H 1.706 -3.216 2.672 0.3 -0.4 -0.2
H 4.634 -1.412 -2.028 0.2 -0.1 0.4
H 1.556 2.024 1.023 0.1 -0.8 0.0
O 2.594 0.597 -1.447 -0.1 -0.2 -0.2
H 5.517 -3.741 -2.654 0.2 0.0 0.2
C -0.499 0.002 0.757 -0.5 -0.2 1.5
H -1.579 -2.129 1.757 -0.1 -0.7 0.0
H -2.708 2.367 1.505 0.1 -0.1 -0.1
C -4.366 -1.426 -1.036 0.6 1.0 1.3
H 0.003 2.008 2.984 -0.3 0.2 -0.1
C 3.071 1.008 -2.719 0.5 0.4 0.5
H 4.373 4.153 0.462 -0.1 -0.1 0.2
H 0.552 -2.975 -5.640 -0.2 -0.2 0.0
H 2.267 2.708 3.456 -0.1 0.0 -0.1
H 2.729 1.305 -0.787 0.0 0.0 0.1
H -3.088 -0.551 -2.222 1.3 0.6 0.1
O 3.097 -2.947 1.100 0.2 -0.3 -0.1
H -1.264 3.201 0.995 0.1 0.0 0.1
H -4.839 2.097 3.402 0.3 0.0 0.1
H 2.958 -2.696 0.156 0.1 -0.1 0.7
C 1.451 2.446 4.149 0.8 0.3 -0.4
H 0.108 -4.116 -4.435 -0.1 -0.1 0.2
N -5.228 -1.529 -2.091 0.0 -0.2 0.2
C 4.021 -2.296 -2.229 -0.4 0.1 -0.2
N -2.215 3.228 1.304 -0.5 0.6 -0.1
C 2.226 3.783 0.626 0.5 -1.0 -0.4
H -3.661 0.128 1.795 0.0 0.1 -0.5
H 0.144 -3.296 -2.273 0.2 0.1 0.7
N -3.078 -1.040 -1.350 -2.1 -1.5 0.2
H -3.403 -3.418 1.314 -0.2 -0.4 -0.4
H 2.593 0.416 -3.497 -0.2 0.1 0.0
H -4.877 -1.432 -3.021 -0.2 -0.2 -0.3
C 0.173 -2.090 -3.894 -0.8 0.4 0.9
O 0.189 2.744 3.594 0.2 -0.5 0.1
O 0.115 -0.955 -4.366 0.4 -0.4 0.0
H -2.117 -3.753 0.124 0.0 0.0 0.0
C 4.747 -3.592 -1.894 0.2 0.5 -0.6
H -2.620 -0.879 -0.449 1.0 0.8 -0.6
H 5.207 -3.514 -0.911 0.0 -0.2 0.1
H 2.089 4.179 1.634 0.0 0.0 0.0
H -4.778 5.144 1.403 -0.1 0.0 0.1
H 3.284 5.467 -0.036 0.3 0.0 -0.1
H -4.118 0.498 3.816 -0.1 0.3 0.2
H 2.891 2.080 -2.847 -0.2 -0.1 -0.3
H 0.827 0.247 -0.411 0.3 -0.7 -0.8
H 1.631 3.056 5.036 -0.3 -0.1 0.1
H 2.041 -1.554 2.237 0.2 0.0 0.1
N 0.418 -3.194 -4.667 0.5 0.1 -0.9
H 3.526 4.061 -1.084 0.0 0.0 0.0
O 2.805 -2.244 -1.492 -0.1 0.3 -0.2
O -4.697 -1.535 0.146 -0.4 -0.7 -0.8
O -2.357 5.486 0.885 -0.3 -0.6 0.1
H 1.073 -2.503 1.177 0.0 -0.3 0.1
O 0.132 0.865 1.422 0.0 0.2 -0.5
C 3.439 4.384 -0.046 -0.4 0.5 0.0
H 1.323 3.967 0.038 0.0 0.3 0.1
C -2.893 4.415 1.187 1.2 0.2 -0.3
H 1.622 1.388 4.366 -0.4 0.0 0.2
H 4.160 0.869 -2.768 -0.1 -0.1 -0.1
H -4.568 3.411 1.700 -0.5 0.1 0.0
N -4.225 4.312 1.432 0.0 -0.3 0.1
```
Forces are in eV/Å.

> Among the records above, which one has the lowest electronic energy?

C2H3Br6Ca2F2O3PRb

> What is the charge in the first record?

0